# 1
DFT (the ωB97M-V functional and the def2-TZVPD basis) results for a molecular structure, C49H45CsIN9OS.

Summary:
* HOMO (spin up / spin down): -2.0 / -0.4 eV
* orbital gap (spin up / spin down): 4.9866 / 3.3933 eV
* LUMO (spin up / spin down): 2.96 / 2.97 eV
* E: -86484.1568 eV
* ΔE to the lowest compared entry with this formula, charge and spin: 0.0 kcal/mol
* charge: -2

Structure (XYZ):
```
107
Properties=species:S:1:pos:R:3:mulliken_charge:R:1
Cs 0.34643 -0.44435 -1.46909 1.043
C -0.89847 -7.02620 2.69955 -1.083
C -1.45777 -6.00389 3.68647 -0.417
C -1.14178 -4.59428 3.30611 0.304
N -2.03654 -3.71743 3.02617 -0.450
N -1.52487 -2.49544 2.66892 -0.409
C -0.21904 -2.46606 2.69706 0.465
N 0.53936 -1.41496 2.36630 0.228
S 0.48478 -3.99104 3.18018 -0.271
H -1.17509 -8.03891 2.99453 0.337
H 0.18961 -6.97502 2.64946 0.329
H -1.28262 -6.84055 1.69671 0.317
H -1.07112 -6.20774 4.68935 0.242
H -2.54536 -6.07241 3.73699 0.262
H 0.16121 -0.43836 2.48217 0.446
H 1.54522 -1.52012 2.46034 0.161
N -0.93027 4.86450 6.54261 0.040
C -1.40870 6.08942 6.93891 0.625
C -1.39578 6.75364 8.14879 -0.955
C -1.99189 8.01708 8.19824 -0.424
C -2.57368 8.57136 7.06024 -0.401
C -2.58271 7.89628 5.84302 -0.744
C -1.99294 6.63475 5.76888 0.435
N -1.87076 5.78117 4.71164 -0.775
C -1.22006 4.70638 5.18290 -0.070
C -0.85929 3.55028 4.46878 1.184
C -1.13911 3.40568 3.07425 -0.676
C -0.80363 2.25504 2.42383 -0.842
N -0.20232 1.18030 3.00529 -0.464
C 0.07786 1.32229 4.31565 -0.343
C -0.20602 2.42853 5.06803 -1.040
H -0.41915 4.21424 7.10842 0.140
H -0.94155 6.31599 9.02993 0.345
H -1.99965 8.56909 9.12998 0.346
H -3.02844 9.55296 7.12533 0.346
H -3.03384 8.33302 4.96174 0.409
H -1.61423 4.21724 2.54281 0.419
H -1.01619 2.14519 1.36613 0.597
H 0.55706 0.46540 4.78452 0.368
H 0.06719 2.41845 6.11643 0.099
O -2.46600 -0.89526 -1.16538 -0.458
C -3.49662 -1.29888 -0.63672 0.374
C -4.82995 -1.17307 -1.34340 -0.931
C -5.72478 -0.10975 -0.69246 -0.483
C -6.50024 -0.62174 0.51812 -0.668
C -5.61916 -1.05972 1.68474 -0.662
C -4.68445 -2.21926 1.34544 -0.680
N -3.50723 -1.83222 0.59543 0.156
H -5.34593 -2.13894 -1.34447 0.380
H -4.60163 -0.90983 -2.37443 0.302
H -6.42985 0.26173 -1.43972 0.349
H -5.10567 0.74306 -0.39812 0.317
H -7.11378 -1.47500 0.20208 0.284
H -7.19298 0.15252 0.85711 0.334
H -6.25451 -1.35844 2.52277 0.343
H -5.00929 -0.22030 2.03052 0.333
H -5.23840 -2.99479 0.80295 0.304
H -4.30731 -2.67913 2.25832 0.331
H -2.63327 -1.83375 1.12202 0.215
C 1.50627 -2.96561 -2.56693 -1.205
C 1.84556 -2.97240 -3.76943 0.306
C 2.28211 -2.90277 -5.08748 -0.114
C 2.57547 -1.56542 -5.64702 0.303
C 1.78325 -0.46956 -5.28889 -0.635
C 2.08223 0.81305 -5.71522 -0.531
C 3.18983 1.03401 -6.52424 -0.520
C 3.98925 -0.03998 -6.89284 -0.664
C 3.68871 -1.32293 -6.45945 -0.269
C 2.42845 -4.11613 -5.87255 0.497
C 2.55940 -4.11666 -7.27342 -0.234
C 2.67637 -5.29892 -7.98446 -0.691
C 2.66222 -6.52564 -7.33132 -0.427
C 2.51202 -6.54532 -5.94774 -0.487
C 2.39267 -5.36985 -5.23217 -0.589
H 0.92686 -0.64232 -4.65006 0.616
H 1.46590 1.64293 -5.39248 0.400
H 3.43505 2.03816 -6.84470 0.427
H 4.86741 0.12446 -7.50604 0.353
H 4.33915 -2.14640 -6.72640 0.573
H 2.54324 -3.17616 -7.80714 0.479
H 2.76636 -5.26241 -9.06404 0.350
H 2.75954 -7.44862 -7.88971 0.358
H 2.48413 -7.49291 -5.42121 0.354
H 2.26318 -5.38326 -4.15723 0.332
I 6.38824 1.39497 3.73749 0.093
C 5.37518 0.04532 2.51900 -0.190
C 5.85527 -0.27512 1.25835 -0.056
C 5.13885 -1.18078 0.49416 -0.829
C 3.98040 -1.72920 1.02513 -0.286
N 3.51642 -1.41250 2.23416 -0.359
C 4.19773 -0.53567 2.96703 -0.304
H 6.75931 0.18010 0.87808 0.377
H 5.45552 -1.44723 -0.50444 0.424
H 3.38966 -2.43173 0.44637 0.532
H 3.78458 -0.27955 3.93536 0.367
N 2.22390 6.55053 -5.98104 -0.618
C 1.94716 5.69470 -5.25999 0.009
C 1.60068 4.62785 -4.36344 0.760
C 2.59605 3.90906 -3.69924 -0.481
C 2.23594 2.86773 -2.85710 -0.428
C 0.90814 2.45438 -2.60309 -0.635
C -0.04452 3.24013 -3.29087 -0.400
C 0.26392 4.28815 -4.14797 -0.550
H 3.63713 4.17070 -3.86128 0.390
H 3.05949 2.33283 -2.38205 0.302
H -1.10490 3.01831 -3.16710 0.268
H -0.51358 4.84891 -4.65778 0.370
```

***

# 2
DFT (the ωB97M-V functional and the def2-TZVPD basis) results for a molecular structure, C49H46GeN6NiPSb at a distorted geometry.

Summary:
* HOMO (spin up / spin down): -5.9 / -5.9 eV
* orbital gap (spin up / spin down): 6.1847 / 6.1239 eV
* LUMO (spin up / spin down): 0.25 / 0.24 eV
* multiplicity: 3
* E: -173881.6998 eV
* <S²>: 2.0120

Structure (XYZ):
```
105
Properties=species:S:1:pos:R:3:mulliken_charge:R:1
Ni 0.29665 -0.52434 0.17736 -0.571
C 5.01942 1.29256 -0.49775 -0.928
N 3.97563 0.39631 -0.94287 0.214
C 4.14370 -0.92574 -1.25668 -0.290
C 2.89438 -1.43385 -1.45269 -1.003
N 1.96473 -0.45496 -1.25091 -0.047
C 2.63574 0.64272 -0.94585 0.093
P 1.91473 2.32059 -0.93565 -0.537
C 0.32603 1.85690 -1.70640 -0.201
N -0.44717 0.87947 -1.28071 1.259
C -1.52029 0.84155 -2.10704 -1.162
C -1.40459 1.82671 -3.05004 -0.685
N -0.23057 2.47282 -2.78784 0.210
C 0.32078 3.57537 -3.54792 -0.867
C 1.28532 2.32048 0.77839 -0.031
N 0.85610 1.25112 1.42126 0.997
C 0.36871 1.69108 2.61425 -0.735
C 0.52099 3.04578 2.70183 -1.782
N 1.10387 3.44472 1.52947 0.481
C 1.53298 4.79044 1.21842 -0.913
H 5.95437 1.03548 -0.99092 0.391
H 5.16413 1.21817 0.58082 0.283
H 4.75448 2.31974 -0.74538 0.318
H 5.11658 -1.38379 -1.30592 0.505
H 2.61041 -2.43424 -1.73547 0.502
H -2.29235 0.10199 -1.97075 0.662
H -2.05223 2.12939 -3.85476 0.467
H -0.18528 3.62866 -4.50837 0.336
H 1.38453 3.41822 -3.71723 0.352
H 0.18238 4.52122 -3.02206 0.282
H -0.05795 1.01496 3.33515 1.023
H 0.26208 3.75187 3.47257 0.433
H 0.73355 5.50064 1.42512 0.298
H 1.79920 4.85531 0.16644 0.338
H 2.40541 5.05918 1.81645 0.322
C 4.55821 -5.99168 3.43872 -0.446
C 4.34717 -4.81811 4.14865 -0.630
C 3.50991 -3.83777 3.63538 -0.402
C 2.86852 -4.01140 2.41137 0.374
C 3.09633 -5.18910 1.70548 -0.528
C 3.93163 -6.17447 2.21423 -0.647
Sb 1.73661 -2.36289 1.57505 0.828
C 1.02791 -1.76137 3.52250 0.582
C -0.05624 -2.34132 4.17153 -0.482
C -0.49254 -1.84888 5.39369 -0.176
C 0.15581 -0.77200 5.98205 -0.867
C 1.24707 -0.19446 5.34989 -0.399
C 1.67817 -0.68936 4.12635 -0.712
C 0.21100 -3.67560 0.77477 0.671
C -0.22983 -4.80524 1.45495 -0.498
C -1.19868 -5.63256 0.89869 -0.836
C -1.71057 -5.35516 -0.35823 -0.592
C -1.27365 -4.23617 -1.05023 -0.511
C -0.32461 -3.39675 -0.48393 -0.334
H 5.21140 -6.75798 3.83670 0.370
H 4.84128 -4.66112 5.09997 0.394
H 3.34177 -2.92641 4.19896 0.284
H 2.60710 -5.34587 0.74903 0.417
H 4.10548 -7.08363 1.65115 0.387
H -0.56964 -3.17975 3.71444 0.230
H -1.34491 -2.30224 5.88395 0.499
H -0.19504 -0.37777 6.92750 0.387
H 1.74838 0.65446 5.79940 0.446
H 2.52359 -0.22389 3.62856 0.250
H 0.19849 -5.05658 2.41922 0.513
H -1.55248 -6.49460 1.45197 0.400
H -2.44292 -6.01447 -0.80530 0.414
H -1.68120 -4.01127 -2.02850 0.435
H 0.02055 -2.54780 -1.07086 0.055
C -1.40925 -0.68012 1.18325 0.643
Ge -3.24087 -0.08222 1.22268 0.779
C -4.61027 -1.22599 0.33312 0.506
C -5.63715 -0.74968 -0.47933 -0.254
C -6.58142 -1.60700 -1.02839 -0.711
C -6.52005 -2.96626 -0.76178 -0.500
C -5.52434 -3.45269 0.07417 -0.769
C -4.58259 -2.58971 0.61374 -0.314
C -3.87421 -0.08583 3.10989 -0.020
C -3.55031 -1.16262 3.93243 -0.153
C -3.97507 -1.21312 5.25197 -0.692
C -4.74712 -0.18396 5.77187 -0.642
C -5.09711 0.88580 4.96062 -0.609
C -4.65896 0.93398 3.64393 -0.102
C -3.35266 1.82864 0.68088 0.553
C -3.94517 2.37388 -0.45441 -0.485
C -3.86685 3.73337 -0.72884 -0.839
C -3.17178 4.57961 0.12148 -0.710
C -2.57278 4.05478 1.25938 -0.888
C -2.67349 2.70030 1.53439 -0.520
H -1.20722 -1.17076 2.14758 0.206
H -5.72539 0.31281 -0.66569 0.257
H -7.36856 -1.21573 -1.66177 0.404
H -7.24525 -3.64383 -1.19509 0.374
H -5.47682 -4.51231 0.29644 0.433
H -3.81534 -2.98493 1.27068 0.356
H -2.96104 -1.97926 3.52651 0.199
H -3.70782 -2.05763 5.87664 0.430
H -5.08625 -0.22199 6.79970 0.381
H -5.71590 1.68269 5.35606 0.413
H -4.93613 1.77836 3.02151 0.359
H -4.46615 1.73536 -1.15647 0.166
H -4.35575 4.13631 -1.60858 0.401
H -3.10732 5.63935 -0.09418 0.397
H -2.03736 4.71029 1.93778 0.473
H -2.21207 2.30084 2.43136 0.591
```